No. 1
Here is one molecule with the formula C7H6N4OS in a non-equilibrium geometry from the Open Molecules 2025 dataset. Energies are from ωB97M-V with the def2-TZVPD basis set.

As for the energy relative to the best compared isomer or geometry (same formula, charge and spin): 0.000 eV. The total energy comes out at -26197.7994 eV. Its SMILES is Oc1ccc(Nc2nnns2)cc1. Its HOMO energy is -0.30612 Ha. The LUMO energy is 0.402 eV. The strongest force on any atom is 2.52 eV/A.

```
! RIJCOSX wB97M-V def2-TZVPD def2/J DEFGRID3
* xyz 0 1
O 3.599 -0.984 -1.469
C 2.437 -0.663 -0.863
C 1.239 -1.021 -1.406
C 0.027 -0.705 -0.739
C 0.054 -0.005 0.515
N -1.102 0.319 1.240
C -2.342 0.671 0.721
N -3.227 0.966 1.593
N -4.423 1.307 1.019
N -4.481 1.183 -0.241
S -2.976 0.845 -0.930
C 1.305 0.348 1.052
C 2.484 0.030 0.347
H 3.337 -1.543 -2.237
H 1.152 -1.555 -2.352
H -0.911 -0.986 -1.217
H -0.970 0.618 2.206
H 1.330 0.877 1.999
H 3.467 0.297 0.764
*
```

No. 2
Here is one molecule with the formula C4H9NO2 in a non-equilibrium geometry from the Open Molecules 2025 dataset. Energies are from ωB97M-V with the def2-TZVPD basis set.

As for the energy relative to the best compared isomer or geometry (same formula, charge and spin): 2.813 eV. The total energy comes out at -9877.2475 eV. Its SMILES is C[C@H]1N(C)C1(O)O. Its HOMO energy is -0.33232 Ha. The LUMO energy is 0.850 eV. The strongest force on any atom is 3.34 eV/A.

```
! RIJCOSX wB97M-V def2-TZVPD def2/J DEFGRID3
* xyz 0 1
C -1.047 -1.634 -0.051
C -0.087 -0.717 -0.733
N 0.046 0.929 -0.568
C -0.742 1.783 0.292
C 0.931 0.018 0.015
O 1.024 -0.158 1.378
O 2.281 -0.157 -0.569
H -0.803 -2.664 -0.312
H -1.011 -1.517 1.028
H -2.063 -1.443 -0.401
H 0.051 -0.873 -1.798
H -0.163 2.690 0.489
H -1.652 2.065 -0.235
H -0.985 1.337 1.262
H 1.937 0.038 1.620
H 2.282 0.304 -1.416
*
```

Which formula does entry 1 have? C7H6N4OS